Entry 1:
Formula: C20H32NPtS2Si3
Source: OMol25
Level of theory: ωB97M-V/def2-TZVPD

Element x y z (Å)
Pt1 -1.079 0.909 -0.232
C1 3.256 -1.239 0.603
Si1 2.060 0.194 0.385
C2 1.696 0.866 2.094
C3 2.927 1.554 -0.571
C4 0.467 -0.449 -0.482
Si2 0.568 -0.496 -2.409
C5 2.244 -1.206 -2.847
C6 0.356 1.230 -3.120
C7 -0.735 -1.567 -3.228
Si3 -0.066 -2.100 0.253
C8 -0.074 -2.152 2.117
C9 0.792 -3.608 -0.428
C10 -1.886 -2.062 -0.287
C11 -2.773 -3.120 -0.434
C12 -4.068 -2.888 -0.862
C13 -4.468 -1.587 -1.137
C14 -3.558 -0.567 -0.960
N1 -2.301 -0.804 -0.554
H1 4.147 -0.869 1.114
H2 3.580 -1.675 -0.344
H3 2.847 -2.042 1.219
H4 2.653 1.180 2.521
H5 1.268 0.126 2.769
H6 1.048 1.741 2.083
H7 3.754 1.915 0.045
H8 2.272 2.405 -0.757
H9 3.351 1.234 -1.522
H10 3.076 -0.614 -2.473
H11 2.325 -1.245 -3.937
H12 2.354 -2.224 -2.472
H13 1.181 1.893 -2.857
H14 -0.579 1.726 -2.831
H15 0.323 1.142 -4.209
H16 -0.785 -2.587 -2.845
H17 -0.466 -1.635 -4.287
H18 -1.735 -1.134 -3.181
H19 0.932 -2.117 2.536
H20 -0.526 -3.095 2.437
H21 -0.656 -1.335 2.546
H22 1.861 -3.576 -0.211
H23 0.672 -3.725 -1.505
H24 0.392 -4.501 0.059
H25 -2.438 -4.125 -0.217
H26 -4.762 -3.710 -0.981
H27 -5.468 -1.362 -1.476
H28 -3.821 0.466 -1.147
S1 -2.118 1.320 1.691
C15 -1.381 2.779 2.288
C16 -1.587 3.177 3.615
C17 -1.056 4.373 4.040
C18 -0.295 5.167 3.172
C19 -0.059 4.764 1.878
C20 -0.603 3.552 1.434
S2 -0.335 2.988 -0.179
H29 -2.167 2.557 4.288
H30 -1.225 4.699 5.057
H31 0.123 6.099 3.527
H32 0.545 5.363 1.210

Its LUMO energy (spin up / spin down) is -5.29 / -5.29 eV. As for the charge: +1.

Now the natural (NBO) charges, all in e: 0.77 -1.14 1.74 -1.14 -1.15 -1.57 1.69 -1.12 -1.14 -1.14 1.74 -1.14 -1.15 -0.17 -0.23 -0.12 -0.24 0.05 -0.51 0.26 0.24 0.23 0.25 0.24 0.23 0.26 0.24 0.24 0.25 0.26 0.25 0.26 0.23 0.26 0.24 0.26 0.24 0.25 0.26 0.25 0.26 0.25 0.26 0.24 0.24 0.25 0.23 0.20 -0.13 -0.24 -0.18 -0.18 -0.20 -0.27 0.11 0.23 0.23 0.23 0.23



Entry 2:
Formula: C20H33Cl2N2O4W
Source: OMol25
Level of theory: ωB97M-V/def2-TZVPD

Element x y z (Å)
O1 1.224 1.893 -2.424
C1 1.024 1.756 -3.678
C2 1.792 2.614 -4.556
C3 2.465 3.757 -4.062
H1 2.350 4.040 -3.011
C4 3.234 4.527 -4.927
H2 3.715 5.428 -4.562
C5 3.372 4.162 -6.273
H3 3.959 4.781 -6.951
C6 2.741 3.009 -6.748
H4 2.835 2.724 -7.797
C7 1.967 2.225 -5.896
H5 1.455 1.319 -6.229
H6 0.420 0.925 -4.062
C8 -1.861 1.479 -2.795
C9 -1.252 0.434 -1.955
H7 -2.951 1.503 -2.662
H8 -1.682 1.272 -3.858
H9 -1.472 2.469 -2.558
C10 -1.883 -0.643 -1.487
C11 -3.373 -0.901 -1.542
H10 -1.331 -1.411 -0.942
H11 -3.830 -0.577 -2.484
H12 -3.920 -0.413 -0.720
H13 -3.578 -1.973 -1.429
W1 0.729 0.766 -0.893
Cl1 -0.112 2.800 0.003
Cl2 1.499 -0.948 -2.414
C12 -1.605 0.641 1.858
O2 -0.619 0.097 1.314
N1 -2.090 0.261 3.060
C13 -1.577 -0.902 3.770
C14 -3.200 0.963 3.687
H14 -2.136 1.489 1.385
H15 -0.758 -1.349 3.202
H16 -2.380 -1.637 3.912
H17 -1.230 -0.602 4.767
H18 -3.454 1.841 3.084
H19 -2.927 1.284 4.703
H20 -4.083 0.311 3.767
H21 0.383 -5.478 1.011
H22 2.717 -5.616 0.000
C15 0.130 -4.699 0.275
C16 2.384 -4.867 -0.731
N2 1.344 -4.033 -0.158
H23 -0.556 -3.971 0.722
C17 1.493 -2.690 -0.083
O3 0.614 -1.894 0.288
H24 3.221 -4.227 -1.011
H25 2.493 -2.343 -0.402
H26 -0.358 -5.199 -0.576
H27 2.016 -5.398 -1.619
C18 3.945 -0.052 1.962
C19 2.704 0.628 1.494
C20 1.924 1.463 2.429
O4 2.364 0.405 0.303
H28 4.176 0.298 2.970
H29 4.775 0.167 1.281
H30 3.775 -1.138 1.975
H31 1.520 2.364 1.950
H32 1.079 0.869 2.806
H33 2.558 1.742 3.280

Its LUMO energy (spin up / spin down) is -12.29 / -12.29 eV. As for the charge: +3. The calculation puts the energy above the lowest of the compared OMol25 structures with the same formula, charge and spin at 0.0 kJ/mol.

Now the natural (NBO) charges, all in e: -0.64 0.42 -0.11 -0.12 0.23 -0.21 0.26 -0.02 0.27 -0.22 0.27 -0.09 0.24 0.23 -0.70 -0.21 0.28 0.25 0.24 -0.02 -0.69 0.25 0.25 0.27 0.26 1.88 -0.14 -0.21 0.53 -0.67 -0.35 -0.44 -0.42 0.17 0.23 0.24 0.23 0.22 0.24 0.23 0.24 0.23 -0.44 -0.41 -0.35 0.23 0.52 -0.65 0.21 0.15 0.23 0.23 -0.73 0.77 -0.76 -0.67 0.27 0.30 0.29 0.27 0.31 0.28



Entry 3:
Formula: C20H33N3O2S
Source: OMol25
Level of theory: ωB97M-V/def2-TZVPD

Element x y z (Å)
C1 0.819 1.446 3.590
C2 0.715 0.119 4.342
C3 1.876 -0.033 5.326
C4 0.741 -1.023 3.372
C5 -0.170 -2.030 3.286
S1 0.264 -3.151 2.053
C6 1.682 -2.160 1.732
C7 2.610 -2.462 0.601
N1 2.297 -1.728 -0.613
C8 1.004 -2.079 -1.169
C9 0.829 -1.441 -2.543
C10 0.944 0.079 -2.436
C11 0.762 0.781 -3.785
C12 -0.704 0.851 -4.218
C13 -1.473 1.793 -3.304
O1 -1.098 2.922 -3.062
N2 -2.616 1.282 -2.792
C14 -3.473 2.012 -1.891
C15 -3.422 1.435 -0.464
C16 -2.046 1.611 0.201
C17 -1.803 0.260 0.871
C18 -2.563 -0.681 -0.059
O2 -3.704 0.038 -0.485
C19 2.306 0.394 -1.820
C20 2.441 -0.291 -0.464
N3 1.764 -1.123 2.482
H1 -0.031 1.580 2.924
H2 0.842 2.275 4.294
H3 1.730 1.460 2.998
H4 -0.232 0.082 4.892
H5 2.818 -0.033 4.784
H6 1.792 -0.969 5.876
H7 1.878 0.789 6.037
H8 -1.056 -2.183 3.868
H9 3.627 -2.193 0.900
H10 2.575 -3.531 0.370
H11 0.956 -3.169 -1.255
H12 0.174 -1.756 -0.516
H13 -0.139 -1.739 -2.950
H14 1.609 -1.814 -3.210
H15 0.169 0.444 -1.752
H16 1.129 1.806 -3.703
H17 1.351 0.268 -4.548
H18 -1.159 -0.140 -4.231
H19 -0.757 1.266 -5.227
H20 -2.871 0.323 -2.963
H21 -3.132 3.049 -1.881
H22 -4.503 1.965 -2.258
H23 -4.214 1.915 0.126
H24 -2.045 2.439 0.906
H25 -1.290 1.809 -0.560
H26 -0.748 0.006 0.949
H27 -2.247 0.238 1.867
H28 -2.907 -1.596 0.427
H29 -1.941 -0.953 -0.926
H30 2.422 1.471 -1.691
H31 3.095 0.037 -2.484
H32 3.429 -0.095 -0.042
H33 1.692 0.127 0.230

Its LUMO energy is 0.57 eV. The calculation puts the energy above the lowest of the compared OMol25 structures with the same formula, charge and spin at 59.6 kJ/mol. Its SMILES is CC(C)c1csc(CN2CCC(CCC(=O)NC[C@@H]3CCCO3)CC2)n1.

Now the natural (NBO) charges, all in e: -0.60 -0.24 -0.60 0.14 -0.45 0.38 0.08 -0.26 -0.43 -0.21 -0.41 -0.23 -0.37 -0.49 0.68 -0.64 -0.62 -0.25 0.09 -0.43 -0.44 -0.06 -0.54 -0.39 -0.22 -0.47 0.21 0.21 0.22 0.20 0.22 0.21 0.21 0.24 0.22 0.21 0.20 0.16 0.20 0.21 0.19 0.23 0.20 0.20 0.24 0.40 0.24 0.20 0.18 0.22 0.22 0.22 0.21 0.19 0.15 0.21 0.20 0.21 0.17



no.,calculated total energy (eV)
1,-71297.70464
2,-59287.27424
3,-40677.43833